[1]
{"formula": "C4H13NO2", "method": "wB97M-V/def2-TZVPD", "spin_multiplicity": 1, "gap_ev": 10.0, "smiles": "C[C@H](N)CCO.O", "species": ["C", "C", "N", "C", "C", "O", "H", "H", "H", "H", "H", "H", "H", "H", "H", "H", "H", "O", "H", "H"], "coordinates": [[0.9119, -1.3474, 1.3841], [0.6622, -1.4266, -0.1528], [1.4053, -2.5669, -0.6661], [1.1083, -0.1528, -0.8001], [0.8502, -0.0374, -2.3109], [-0.3745, 0.7018, -2.5712], [0.5917, -0.3652, 1.7165], [1.9560, -1.6463, 1.5036], [0.3628, -2.1087, 1.9306], [-0.4091, -1.6403, -0.2843], [1.5706, -2.5236, -1.6580], [0.8818, -3.4310, -0.4872], [0.5529, 0.6969, -0.3666], [2.1430, 0.0932, -0.5661], [1.6811, 0.4576, -2.7828], [0.6770, -1.0038, -2.7936], [-0.1588, 1.5596, -2.9695], [-3.7241, 3.9899, 4.3464], [-4.6039, 3.7141, 4.0539], [-3.4500, 4.5397, 3.6003]], "forces_ev_per_angstrom": [[-0.08, -0.63, -1.21], [-0.36, -0.82, 1.28], [0.14, -0.92, 0.18], [-0.61, 1.20, -0.50], [-0.98, 0.19, 0.20], [0.47, 0.19, -0.09], [0.43, 0.08, 0.45], [0.11, 0.81, 0.34], [-0.36, -0.07, -0.04], [-0.04, 0.69, -0.27], [-0.10, 0.05, -0.23], [0.42, 0.43, -0.13], [0.03, -0.36, -0.03], [0.30, -0.47, -0.01], [0.36, 0.13, -0.35], [0.30, -0.01, 0.13], [-0.03, -0.49, 0.26], [-0.36, 0.14, -0.56], [0.12, -0.12, 0.32], [0.24, -0.02, 0.24]], "lowdin_charge": [-0.0646, -0.4802, 0.0216, -0.1724, -0.2295, -0.0921, 0.0697, 0.0756, 0.0639, 0.1372, 0.0498, 0.0849, 0.1218, 0.1196, 0.1059, 0.1064, 0.0822, -0.0671, 0.0341, 0.0330]}

[2]
{"formula": "C4H13NO2", "method": "wB97M-V/def2-TZVPD", "spin_multiplicity": 1, "gap_ev": 9.4, "species": ["C", "C", "C", "O", "H", "H", "H", "H", "H", "H", "H", "H", "C", "N", "O", "H", "H", "H", "H", "H"], "coordinates": [[1.6882, -0.3300, 0.3700], [2.2270, -0.2272, 1.7577], [1.1295, 0.7977, -0.2861], [0.1551, -1.5332, 0.8661], [0.1835, -2.3289, 0.3213], [2.1180, -1.1141, -0.2429], [1.5707, 0.3827, 2.3798], [2.3496, -1.2024, 2.2232], [-0.1488, 0.6224, -0.1889], [1.2651, 1.7439, 0.2351], [3.2033, 0.2687, 1.7103], [1.3114, 0.8547, -1.3573], [-2.0856, -0.0841, -1.1619], [-2.8990, 1.0366, -1.5728], [-1.3723, 0.1217, 0.0451], [-0.6970, -0.8833, 0.5038], [-3.5437, 1.2832, -0.8294], [-2.3191, 1.8502, -1.7467], [-2.7440, -0.9509, -1.0397], [-1.3916, -0.3076, -1.9867]], "forces_ev_per_angstrom": [[-0.28, -0.05, 0.05], [-0.03, -0.01, 0.03], [0.09, -0.02, 0.01], [0.23, 0.19, -0.08], [-0.01, 0.07, 0.01], [-0.05, 0.00, 0.03], [0.02, -0.01, -0.05], [0.00, 0.04, -0.04], [-0.14, -0.17, 0.04], [0.01, -0.05, 0.02], [-0.07, -0.03, -0.04], [0.01, -0.03, 0.04], [0.11, 0.00, 0.18], [0.05, -0.02, 0.05], [-0.04, 0.05, -0.19], [0.04, 0.03, -0.11], [0.05, -0.02, -0.03], [-0.02, -0.05, 0.03], [0.03, 0.05, -0.01], [-0.02, 0.03, 0.05]], "lowdin_charge": [-0.1917, -0.0770, -0.1007, -0.1005, 0.0688, 0.1205, 0.0940, 0.0788, 0.0808, 0.0895, 0.0937, 0.0815, -0.3855, 0.0094, -0.2287, 0.0181, 0.0653, 0.0621, 0.1107, 0.1108]}

[3]
{"formula": "C4H13NO2", "method": "wB97M-V/def2-TZVPD", "spin_multiplicity": 1, "gap_ev": 9.4, "smiles": "C1CCNC1.O.O", "species": ["C", "C", "C", "N", "C", "H", "H", "H", "H", "H", "H", "H", "H", "H", "O", "H", "H", "O", "H", "H"], "coordinates": [[-0.1037, 0.3178, 1.5437], [1.0273, 0.6560, 0.5842], [0.3964, 0.6296, -0.8370], [-1.0397, 0.4621, -0.6537], [-1.3757, 0.6728, 0.7662], [-0.0670, 0.9856, 2.4118], [-0.0912, -0.6666, 1.9982], [1.8952, -0.0036, 0.5722], [1.4301, 1.6477, 0.7907], [0.7400, 1.4995, -1.4109], [0.8114, -0.2128, -1.4017], [-1.5622, 1.1382, -1.2014], [-2.2607, 0.0861, 1.0008], [-1.6067, 1.7117, 1.0020], [-4.6917, -0.0180, 1.4155], [-4.3688, 0.7423, 0.9291], [-5.0010, -0.6782, 0.7940], [5.1489, -2.8728, -3.1480], [5.0091, -2.4836, -2.2730], [5.7099, -3.6138, -2.8826]], "forces_ev_per_angstrom": [[-0.31, 0.60, 0.88], [0.30, 0.04, -0.88], [0.99, -0.31, 0.06], [-0.38, 0.63, 0.02], [0.20, -0.34, -0.22], [0.12, -0.08, -0.05], [0.01, -0.43, -0.53], [-0.16, -0.20, 0.43], [-0.15, 0.08, 0.05], [-0.53, 0.21, 0.12], [-0.20, -0.11, 0.08], [0.15, -0.25, -0.14], [0.17, -0.17, 0.31], [-0.11, 0.34, -0.16], [-0.06, -0.02, 0.59], [-0.08, -0.09, -0.29], [0.04, 0.11, -0.30], [0.28, -0.21, 0.84], [-0.28, 0.32, -0.33], [0.00, -0.11, -0.52]], "lowdin_charge": [-0.1817, -0.1779, -0.2326, -0.0711, -0.2256, 0.1017, 0.1024, 0.0987, 0.0989, 0.1030, 0.0952, 0.0975, 0.0826, 0.1059, -0.0561, 0.0224, 0.0369, -0.0670, 0.0336, 0.0333]}

[4]
{"formula": "C4H13NO2", "method": "wB97M-V/def2-TZVPD", "spin_multiplicity": 1, "gap_ev": 9.6, "smiles": "CN(C)CCO.O", "species": ["C", "N", "C", "C", "C", "O", "H", "H", "H", "H", "H", "H", "H", "H", "H", "H", "H", "O", "H", "H"], "coordinates": [[-1.2444, -1.9288, 0.4668], [-1.1561, -0.5056, 0.0137], [-2.2321, 0.2824, 0.5815], [0.2640, -0.0693, 0.3643], [0.4018, 1.4812, 0.1765], [1.6619, 1.7446, -0.4796], [-0.4908, -2.4931, -0.1687], [-2.2747, -2.2376, 0.3505], [-0.8684, -2.0490, 1.4791], [-2.1979, 0.7656, 1.6438], [-2.3386, 1.0985, -0.2188], [-3.1757, -0.1520, 0.4485], [0.3929, -0.2719, 1.4552], [1.1362, -0.5319, -0.1103], [-0.4201, 1.8908, -0.4615], [0.4897, 2.0917, 1.0894], [1.6884, 2.5281, -0.9655], [3.7805, -0.7524, -1.9911], [3.6304, 0.2345, -1.8303], [2.9528, -1.1258, -1.8436]], "forces_ev_per_angstrom": [[1.53, 0.76, -1.53], [1.92, -2.00, 0.98], [1.05, 3.59, -0.94], [-1.73, 2.14, 1.60], [0.53, 0.61, -0.99], [0.36, -2.67, 0.87], [-1.30, 0.26, 0.53], [0.04, -0.51, -0.03], [-0.32, -0.02, 0.55], [0.44, -1.03, -1.58], [0.04, -0.26, 1.67], [-1.15, -1.43, 0.14], [0.06, 0.04, -0.44], [-0.84, -0.30, -0.58], [0.52, -0.49, 0.58], [-0.71, -0.68, 0.10], [-0.40, 1.98, -0.99], [1.96, 3.15, -0.08], [0.26, -2.08, -0.25], [-2.29, -1.04, 0.38]], "lowdin_charge": [-0.1055, -0.2643, -0.1464, -0.1506, -0.2124, -0.0856, 0.0990, 0.0721, 0.0659, 0.1194, 0.0929, 0.0471, 0.1129, 0.1063, 0.1104, 0.1143, 0.0445, -0.0609, 0.0687, -0.0278]}

For reference, HOMO by record: -9.13, -8.69, -8.68, -8.85 eV.
For reference, energy relative to the best compared isomer or geometry (same formula, charge and spin) by record: 0.910, 2.915, 0.932, 2.279 eV.
For reference, F_max by record: 1.6, 0.3, 1.1, 3.9 eV Å⁻¹.